# 1
This record from OMol25 describes a cluster of 2 separate species, C22H20O6S2 in total in a non-equilibrium geometry. The level of theory is ωB97M-V/def2-TZVPD.

XYZ file:
```
50
Properties=species:S:1:pos:R:3:nbo_charge:R:1
C -5.5424 2.4434 -2.1961 -0.26
O -5.2795 1.0221 -2.2296 -0.46
C -3.9801 0.6386 -2.1434 0.41
C -3.7137 -0.7578 -2.1452 -0.27
C -2.4159 -1.1961 -2.1201 -0.06
C -1.3002 -0.2913 -2.0788 -0.21
C -0.0040 -0.8725 -2.1058 0.10
C 1.2900 -0.2866 -2.1488 -0.20
C 2.4076 -1.1851 -2.0615 -0.07
C 3.7048 -0.7438 -2.0604 -0.27
C 3.9693 0.6504 -2.1395 0.40
O 5.2706 1.0370 -2.1252 -0.46
C 5.5280 2.4591 -2.1644 -0.26
C 2.8893 1.5669 -2.2406 -0.27
C 1.5886 1.1001 -2.2866 -0.09
C -1.6028 1.0974 -1.9753 -0.01
C -2.9041 1.5602 -2.0508 -0.34
H -6.6274 2.5335 -2.2152 0.21
H -5.1386 2.8885 -1.2768 0.20
H -5.1021 2.9365 -3.0734 0.19
H -4.5570 -1.4482 -2.1790 0.25
H -2.2072 -2.2670 -2.1256 0.23
H -0.0032 -1.9664 -2.1380 0.23
H 2.2018 -2.2543 -1.9924 0.23
H 4.5490 -1.4310 -1.9953 0.25
H 6.6128 2.5536 -2.1532 0.22
H 5.1167 2.9026 -3.0813 0.18
H 5.0911 2.9507 -1.2846 0.20
H 3.0818 2.6436 -2.3021 0.23
H 0.7985 1.8259 -2.4440 0.21
H -0.8166 1.8282 -1.8190 0.21
H -3.0984 2.6380 -2.0247 0.23
C 0.7219 -1.6786 6.1857 -0.21
C 1.4245 -1.5485 4.9881 -0.22
C 0.7009 -1.3979 3.8094 -0.20
C -0.6799 -1.3714 3.8194 -0.32
C -1.3920 -1.4962 5.0080 -0.18
C -0.6779 -1.6526 6.1956 -0.21
S -1.4612 -1.1527 2.2125 2.19
O -2.1189 -2.3886 1.8523 -0.96
O -2.2104 0.0858 2.2366 -0.96
C 0.0011 -0.9634 1.3724 -1.23
S 1.4668 -1.2082 2.1912 2.18
O 2.2634 -0.0004 2.2049 -0.96
O 2.0719 -2.4688 1.8209 -0.96
H 1.2767 -1.7987 7.1132 0.21
H 2.5110 -1.5593 4.9449 0.23
H -2.4787 -1.4674 4.9800 0.23
H -1.2238 -1.7521 7.1309 0.21
H -0.0020 -0.7570 0.3104 0.23
```

Output
E (eV): -57088.4373
Largest force on an atom (hartree/bohr): 0.0490
LUMO (eV): -2.65
E_HOMO (eV): -6.29
Energy relative to the best compared isomer or geometry (same formula, charge and spin) (kcal/mol): 0.0


# 2
This record from OMol25 describes a structure of composition C22H21AuIN3O2. The level of theory is ωB97M-V/def2-TZVPD.

XYZ file:
```
50
Properties=species:S:1:pos:R:3:nbo_charge:R:1
Au 0.0010 -0.3049 -2.2023 0.75
C -3.3692 -2.9376 -3.3426 -0.64
C -3.3412 -2.7671 -1.8552 0.16
N -4.3916 -3.1319 -1.1615 -0.41
C -4.3669 -2.9862 0.1761 -0.02
C -3.2964 -2.4762 0.8628 -0.06
C -3.3905 -2.3800 2.3630 -0.09
O -2.4643 -3.2249 3.0435 -0.72
C -2.1420 -2.0722 0.1408 -0.23
C -1.0183 -1.5372 0.8980 0.16
N 0.0349 -1.0436 0.3740 -0.52
C 0.9958 -0.4081 1.1650 0.18
C 0.6490 0.5026 2.1660 -0.26
C 1.6223 1.2112 2.8519 -0.21
C 2.9626 1.0297 2.5437 -0.22
C 3.3263 0.1270 1.5527 -0.24
C 2.3525 -0.5808 0.8673 -0.20
I 2.9016 -1.9477 -0.6071 0.19
C -2.1548 -2.2100 -1.2630 0.44
O -1.1793 -1.9468 -2.0873 -0.81
H -4.3321 -3.3458 -3.6391 0.22
H -2.5669 -3.6019 -3.6680 0.23
H -3.1980 -1.9826 -3.8426 0.22
H -5.2607 -3.2954 0.7075 0.19
H -4.4155 -2.6143 2.6643 0.18
H -3.1758 -1.3694 2.7152 0.18
H -2.5120 -4.0984 2.6406 0.47
H -1.1082 -1.5830 1.9862 0.18
H -0.4005 0.6652 2.3819 0.22
H 1.3308 1.9121 3.6240 0.22
H 3.7274 1.5831 3.0730 0.22
H 4.3696 -0.0303 1.3137 0.23
C 3.8781 2.0150 -2.6064 -0.66
C 2.9580 2.5214 -1.5443 0.15
C 3.4154 3.3838 -0.5696 -0.29
C 2.5524 3.8102 0.4310 -0.05
C 1.2187 3.4152 0.4803 -0.27
C 0.7069 2.5417 -0.4544 0.12
C -0.7405 2.1811 -0.4041 -0.68
C 1.5922 2.0360 -1.4875 0.07
N 1.3068 1.0834 -2.3459 -0.50
H 4.8128 2.5729 -2.6004 0.21
H 3.4090 2.0785 -3.5865 0.25
H 4.0938 0.9583 -2.4394 0.25
H 4.4432 3.7224 -0.5799 0.22
H 2.9245 4.4865 1.1922 0.22
H 0.5781 3.7972 1.2645 0.22
H -1.2550 2.7958 0.3328 0.22
H -0.8748 1.1283 -0.1447 0.26
H -1.2091 2.3179 -1.3798 0.25
```

Output
E (eV): -43510.3871
Largest force on an atom (hartree/bohr): 0.0049
LUMO (alpha / beta) (eV): -2.33 / -2.30
E_HOMO (alpha / beta) (eV): -7.66 / -7.66
Energy relative to the best compared isomer or geometry (same formula, charge and spin) (kcal/mol): 0.0


# 3
This record from OMol25 describes a structure of composition C22H21BF8N2O6Sn in a non-equilibrium geometry. The level of theory is ωB97M-V/def2-TZVPD.

XYZ file:
```
61
Properties=species:S:1:pos:R:3:nbo_charge:R:1
C 4.7417 -4.8321 1.0924 -0.66
C 3.3869 -5.1351 0.1855 -0.01
C 3.2627 -6.3513 -0.9131 -0.21
C 1.8408 -6.5203 -1.7749 -0.19
C 0.5566 -5.4959 -1.5748 -0.21
C 0.6842 -4.2741 -0.4863 -0.07
C -0.4644 -3.1417 -0.1918 -0.12
O -1.4595 -3.5105 0.8270 -0.51
C -1.7363 -2.2567 1.5511 0.75
O -0.9525 -1.9909 2.6321 -0.51
C -2.8975 -1.1565 1.1891 -0.03
C -4.4148 -1.2270 1.8893 -0.20
C -5.5465 -0.0682 1.5277 0.13
N -5.2480 1.1037 0.5697 -0.40
C -6.4052 2.0976 0.3989 0.77
O -7.3799 1.9437 -0.5052 -0.57
O -6.4591 3.3357 1.2404 -0.67
C -3.8958 1.2519 -0.1490 0.37
C -3.6174 2.5215 -1.1917 -0.51
C -2.6962 3.6944 -0.4708 -0.09
O -1.3985 3.7596 -1.1729 -0.54
C -0.2967 4.0340 -0.2372 -0.14
C 1.2142 3.8658 -0.9347 0.63
F 1.3617 4.9410 -1.9785 -0.31
F 1.3132 2.5716 -1.6479 -0.33
C 2.2942 4.0764 0.2806 0.60
F 2.1320 5.5081 0.7352 -0.26
F 1.9983 3.2407 1.4918 -0.30
C 3.8614 3.8224 -0.1282 0.54
F 4.0972 3.5120 -1.5570 -0.35
F 4.6050 5.1072 0.1525 -0.24
C 4.5757 2.6917 0.8662 0.33
F 6.0368 2.6631 0.5032 -0.32
F 4.0652 1.3174 0.5943 -0.33
C -2.6892 0.1323 0.1453 -0.41
B -1.2588 0.3616 -0.6555 1.11
N 0.0132 0.5382 0.1676 -1.13
O -1.1413 0.3635 -2.1568 -0.92
C 2.1040 -4.1238 0.3749 -0.24
H 4.4760 -4.6289 2.2372 0.24
H 5.5594 -5.6868 0.9711 0.25
H 5.1999 -3.8090 0.6898 0.20
H 4.1935 -7.0505 -1.0598 0.25
H 1.8079 -7.3871 -2.5669 0.25
H -0.4090 -5.6370 -2.2259 0.25
H 0.1109 -2.1896 0.2370 0.18
H -1.0249 -2.7568 -1.1578 0.20
H -4.7379 -2.0703 2.6400 0.29
H -6.6134 -0.1784 2.0511 0.31
H -4.6289 3.0569 -1.5271 0.31
H -3.0936 2.1880 -2.1914 0.29
H -3.2504 4.7363 -0.6314 0.24
H -2.6182 3.5454 0.6880 0.21
H -0.4248 5.1496 0.1434 0.25
H -0.4325 3.2982 0.6902 0.24
H 4.4967 2.9911 2.0159 0.38
H -0.1044 0.0257 1.0690 0.41
H 0.7620 0.0320 -0.3946 0.37
H -0.6968 -0.5334 -2.3372 0.50
H 2.2208 -3.2406 1.1481 0.21
Sn 5.0201 1.7742 -1.1766 1.75
```

Output
E (eV): -66619.1791
Charge: +2
Largest force on an atom (hartree/bohr): 0.1934
LUMO (eV): -10.41
E_HOMO (eV): -11.70
Energy relative to the best compared isomer or geometry (same formula, charge and spin) (kcal/mol): 508.0